[1]
The following is a quantum chemistry calculation of a single C5H5NO molecule, from the OMol25 dataset.

Its multiplicity is 1. Its net charge is 0. The orbital gap (spin up / spin down) comes out at 7.2254 / 7.1061 eV. For the energy above the lowest of the compared OMol25 structures with the same formula, charge and spin, the calculation gives 6.649 eV.

Each line ends with the Löwdin charge.
Element x y z (Å)
O 1.184 0.026 -1.511  -0.06
C 0.693 0.999 -0.611  -0.31
C -0.215 0.543 0.479  -0.08
C 0.127 -0.672 1.082  -0.18
C 0.451 -1.673 1.694  0.17
C -1.936 0.324 -0.273  -0.20
N -3.025 0.564 0.069  0.15
H 1.562 -0.690 -0.978  0.09
H 1.503 1.476 -0.025  0.14
H 0.233 1.782 -1.218  0.13
H -1.258 -0.150 -1.003  0.12
H 0.681 -2.528 2.295  0.04

***

[2]
The following is a quantum chemistry calculation of a single C5H5NO molecule, from the OMol25 dataset.

Its multiplicity is 1. Its net charge is 0. The orbital gap comes out at 10.7033 eV. The SMILES is N#C[C@@H]1C[C@@H]1C=O. For the energy above the lowest of the compared OMol25 structures with the same formula, charge and spin, the calculation gives 2.130 eV.

Each line ends with the Löwdin charge.
Element x y z (Å)
N -1.889 0.213 -1.961  0.17
C -1.053 -0.288 -1.337  -0.19
C -0.012 -0.865 -0.510  -0.25
C -0.264 -0.866 0.976  -0.06
C 0.740 0.116 0.350  -0.17
C 0.501 1.651 0.032  -0.20
O 0.974 2.300 -0.870  0.09
H 0.532 -1.683 -0.963  0.14
H -1.255 -0.574 1.326  0.11
H 0.113 -1.748 1.510  0.11
H 1.775 -0.115 0.583  0.14
H -0.162 1.858 0.864  0.12

***

[3]
The following is a quantum chemistry calculation of a single C5H5NO molecule, from the OMol25 dataset.

Its multiplicity is 1. Its net charge is 0. The orbital gap comes out at 10.3170 eV. The SMILES is C#C[C@@H](C#N)CO. For the energy above the lowest of the compared OMol25 structures with the same formula, charge and spin, the calculation gives 4.022 eV.

Each line ends with the Löwdin charge.
Element x y z (Å)
C 0.607 1.647 -1.330  0.17
C 0.657 1.142 -0.228  -0.07
C 0.281 -0.322 -0.148  -0.34
C 1.492 -1.115 0.053  -0.18
N 2.466 -1.724 0.173  0.16
C -0.819 -0.523 0.886  -0.25
O -1.885 0.358 0.639  -0.05
H 0.485 1.814 -2.368  0.06
H -0.130 -0.613 -1.126  0.15
H -0.381 -0.389 1.881  0.13
H -1.212 -1.535 0.778  0.13
H -1.561 1.259 0.790  0.09